C22H59NO13 | ωB97M-V/def2-TZVPD

Geometry as XYZ:
```
95
Properties=species:S:1:pos:R:3:lowdin_charge:R:1
C -3.2612 2.5643 2.3110 -0.22
H -8.5170 2.6270 -3.6836 0.08
C -4.7804 -4.8924 -1.6294 -0.09
O -6.2708 -3.3103 -7.4800 -0.09
H -5.6005 -2.9018 -1.5093 0.11
O -2.9246 3.6593 3.1379 -0.06
H -4.6248 -5.6781 -2.3745 0.07
O 0.6219 5.5610 1.1747 0.09
C -6.7494 2.1586 -2.5306 -0.31
H 7.2523 -1.3928 5.3674 0.11
H -5.7896 -0.7446 -6.8774 0.07
H 8.3913 -0.2646 1.1816 0.08
H -4.4142 -1.0687 -5.7985 0.08
H -1.7396 4.2134 4.7759 0.15
C 1.9509 -1.9891 1.5777 -0.30
H 2.5504 1.0652 1.9504 0.04
O -4.6774 -3.1696 -3.3127 -0.10
H 4.9973 -0.9599 5.1953 0.09
H -5.3745 -5.3000 -0.8079 0.07
H -6.6432 -2.6517 -8.0807 0.08
H 3.8580 0.7481 -1.9201 0.08
H -3.3740 -1.4365 -1.4228 0.06
H 2.2684 3.4572 3.9840 0.11
C -5.4667 -3.6922 -2.2510 -0.32
H -4.1907 -0.0222 -2.1235 0.06
H -7.1347 2.0678 -4.6511 0.07
H -7.0305 1.1215 -2.3366 0.11
C 8.5913 -0.0047 2.2243 -0.08
H 0.2975 2.6096 3.6905 0.12
C 1.5159 -2.8242 0.3895 -0.08
C 3.8798 2.5019 2.7608 -0.21
H 4.8142 2.4473 3.4059 0.10
H 3.6697 4.6092 3.4641 0.14
H 8.2408 -0.8416 2.8344 0.05
C -2.8053 0.4511 -0.5370 -0.32
H 2.3339 1.3380 3.6077 0.05
C -1.7849 3.3732 3.9831 -0.14
H 2.2587 -2.7692 -0.4105 0.07
H 3.9202 -0.7779 -3.9152 0.11
H -4.6282 -3.5205 -6.2825 0.10
H -0.4754 3.0917 2.1018 0.16
H -1.8503 0.0932 -0.1459 0.11
H 8.0551 1.5333 3.6490 0.11
C 7.8683 1.2732 2.6015 -0.31
N 3.0196 1.2783 2.8448 -0.01
C -5.3359 -1.4851 -6.2114 -0.10
O -5.3346 2.2101 -2.6835 -0.10
C -7.4301 2.6667 -3.7857 -0.09
C 2.9379 0.3398 -2.3449 -0.09
O 0.2287 4.7514 3.2812 -0.03
H -7.1340 3.6987 -3.9959 0.07
H 1.2051 -2.0304 2.3781 0.11
H 2.4940 1.0883 -3.0083 0.07
H 3.6360 -1.6984 -2.4262 0.10
O 6.4677 1.1207 2.4116 -0.11
H 5.4199 -3.8548 5.2597 0.08
C 6.5608 -2.0694 4.8544 -0.33
H -4.5707 -3.8710 -3.9687 0.07
O 2.0051 -1.4698 -3.6369 -0.09
H -3.4928 2.1161 -1.2777 0.05
H -3.7411 2.7382 1.2760 0.16
C -0.3859 3.4104 3.2102 -0.12
H 7.0640 -2.4738 3.9738 0.11
H -7.0318 2.7616 -1.6618 0.11
C -5.0608 -2.7767 -6.9549 -0.32
O 5.4327 -1.3219 4.4122 -0.09
H -6.4505 -3.9660 -2.6457 0.11
H 6.9754 -3.7755 6.1162 0.08
H 8.2057 2.1020 1.9752 0.11
H 9.6705 0.1019 2.3607 0.07
H -5.0921 3.1320 -2.8464 0.09
H 0.5746 -2.4496 -0.0234 0.07
H 6.1731 0.3906 2.9762 0.06
C -3.2460 -0.3917 -1.7161 -0.08
C 3.2133 -0.9470 -3.0965 -0.33
H 1.2791 -0.3152 0.8454 0.08
H 1.3824 -3.8703 0.6756 0.08
H -6.0425 -1.6553 -5.3954 0.07
H -3.5439 0.4134 0.2693 0.09
O -3.0669 1.3540 2.6248 0.00
O 2.2323 4.1095 1.8892 -0.01
H 2.2230 0.1663 -1.5369 0.06
H 1.6415 -0.8042 -4.2354 0.08
H -2.5096 -0.3394 -2.5224 0.08
H -1.8583 2.3912 4.5631 0.13
O 2.1272 -0.6326 1.1864 -0.12
H 4.1386 2.6450 1.6440 0.13
H -3.7942 -4.6150 -1.2480 0.08
C 1.0370 4.8261 2.1132 -0.44
H 5.5947 -2.7902 6.6472 0.07
C 6.1187 -3.1901 5.7741 -0.09
H 2.9015 -2.3524 1.9731 0.12
C 2.9348 3.7866 3.1203 -0.17
H -4.3624 -2.6109 -7.7814 0.11
O -2.6384 1.8054 -0.9406 -0.10
```

Results
calculated total energy: -51873.316 eV
highest occupied orbital energy: -0.3147 Eh
charge: 0
SMILES: NCCOC(=O)OCCOC=O.CCO.CCO.CCO.CCO.CCO.CCO.CCO.CCO

C22H60ClN16O28S | ωB97M-V/def2-TZVPD

Geometry as XYZ:
```
128
Properties=species:S:1:pos:R:3:lowdin_charge:R:1
C -0.5229 8.0761 -1.1092 -0.22
H -1.8547 8.4254 0.6164 0.04
H -5.1298 13.3582 0.8854 0.10
O -2.9088 -8.7595 2.0796 0.06
H 1.3205 5.9103 -2.8121 -0.08
O 4.4797 -11.8842 -2.1693 0.08
H -1.1628 -9.2822 3.9042 0.08
H 2.2529 -6.7422 3.5432 0.08
H -6.8936 13.2752 1.2065 0.10
O 2.7983 1.9786 1.1397 -0.05
O 4.5122 -12.4673 -0.1076 0.03
C 0.2650 7.8399 3.0735 -0.40
H -0.4356 8.5364 -2.1023 0.10
O 3.6222 -13.8814 -4.2037 0.04
O 1.0755 -8.2040 1.0092 0.06
N 4.6416 -2.9895 -2.6490 -0.44
C -8.0496 10.2492 -2.2757 0.04
H -4.4162 10.0925 -3.3815 0.09
H -7.8633 11.3201 -2.2941 0.09
O -6.4543 8.4009 -0.2272 0.08
N 4.7397 -12.6669 -1.2866 -0.43
O 1.4460 -6.2374 0.2345 0.05
C 1.9171 -11.4626 0.8599 0.03
C 0.6670 2.8726 0.3493 -0.15
C 1.6938 -12.8185 -4.9189 0.06
O 0.1527 -12.9527 0.8427 0.05
S 1.0532 4.7894 -2.1257 0.97
H -1.1586 9.8655 -0.1171 0.09
N 0.9949 -7.6636 4.9418 -0.44
O -1.3629 10.9493 -3.5853 0.07
H 1.7619 -11.8064 -5.3053 0.10
N 0.1659 5.6302 -0.8931 -0.36
O -1.4763 -9.9311 0.9908 0.05
O 0.7449 -1.0582 -1.0025 0.04
H 1.5016 -12.8258 -3.8527 0.09
O 0.9160 -8.3641 5.9262 0.07
H 5.4796 -14.0001 -2.7244 0.08
N -2.0036 -9.5667 2.0178 -0.43
H -4.9888 6.6168 0.9370 0.09
C 1.5474 -3.1963 -0.5387 0.05
H 0.2062 9.8331 2.1869 0.08
H 6.3203 -3.9528 -3.4247 0.10
C 2.3588 -7.3623 4.4247 0.03
C 6.9007 -5.7590 2.9716 0.05
O -4.6888 9.5260 0.2391 0.05
O -10.1752 9.4644 -2.7538 0.07
O -9.0205 10.3094 -4.3618 0.07
C 5.3645 -13.9675 -1.6489 0.05
N -9.1810 9.9858 -3.2064 -0.45
N -6.3342 13.2731 -0.8164 -0.45
O 0.0409 -7.2085 4.3406 0.04
H 1.5057 4.2979 1.6053 0.12
C -6.0747 12.9055 0.6012 0.05
H 0.4722 8.1612 -0.6531 0.11
H 1.7404 -3.1729 -1.6030 0.08
Cl -2.4783 6.0674 -0.8766 0.71
H -7.1892 9.7056 -2.6507 0.09
C -0.8530 6.5908 -1.3812 -0.66
H 2.3826 1.7031 1.9613 0.09
H 5.9637 -2.3483 -4.1455 0.10
H 0.6401 7.7888 4.1053 0.14
H 7.4557 -5.3221 3.7960 0.10
H -2.4567 9.0135 -0.9570 0.05
O -5.5015 12.9195 -1.6272 0.04
H 2.9161 -6.8588 5.2045 0.09
N -5.4373 8.5827 0.4004 -0.43
O 4.6181 -5.3781 2.8188 0.07
N -2.3513 10.2580 -3.6861 -0.45
N 1.2021 4.2475 0.6399 0.06
H 1.6927 9.4774 3.0766 0.08
O 0.6535 -1.7439 1.0238 0.06
H -2.3467 -10.6135 3.7871 0.11
H 4.7011 -14.7521 -1.2988 0.11
H 0.6407 5.7450 3.2730 0.13
H 0.9475 -13.3846 -5.4675 0.10
H 0.8416 -3.9742 -0.2704 0.08
H -0.9284 -7.9185 -0.5759 0.10
O -7.3452 13.8792 -1.0757 0.09
C 0.6382 6.4831 2.4602 -0.13
C 1.8223 1.9157 0.1001 -0.23
H -3.5409 11.1071 -2.1892 0.08
H 1.6389 -11.0815 1.8385 0.09
H 0.0326 2.5238 1.1701 0.14
O 5.3295 -6.6455 4.4052 0.06
C -5.0807 7.5762 1.4366 0.05
C 6.0092 -2.9305 -3.2334 0.05
C 0.9364 9.0537 2.4066 -0.03
H -1.4088 8.3354 3.9456 0.10
C -1.5076 -10.1218 3.3051 0.07
O -2.3543 9.1128 -4.0947 0.05
H -0.7094 -10.8212 3.0863 0.09
H -0.8807 -6.1321 -0.3974 0.09
H 2.3324 2.1761 -0.8323 0.12
H -3.8331 11.7262 -3.8331 0.11
O 3.3853 -13.5407 -6.3124 0.08
O 4.5124 -3.6119 -1.6167 0.06
N 0.9363 -1.8999 -0.1458 -0.44
H 6.6558 -2.4700 -2.4929 0.10
H 6.3200 -14.0176 -1.1355 0.10
N 0.6926 -12.0444 0.2471 -0.45
H 1.4684 8.7813 1.4858 0.07
C -0.7165 -7.0866 0.0882 0.06
N -0.3058 6.0421 1.3835 0.08
O 3.7460 -2.4225 -3.2348 0.07
N 5.4972 -5.9396 3.4326 -0.44
H -1.3012 -7.1770 0.9986 0.08
H 1.4460 0.8958 -0.0034 0.09
H -8.3311 9.9041 -1.2898 0.08
H 1.6613 6.5307 2.0723 0.13
C -1.5672 8.8743 -0.3342 -0.13
H 7.2899 -6.7441 2.7338 0.10
H 2.2759 -10.6695 0.2173 0.09
N 3.0097 -13.4702 -5.1658 -0.44
H 2.4639 -3.3107 0.0288 0.10
O -1.1586 7.9268 3.1157 -0.04
O 0.3149 -11.5831 -0.8078 0.05
H 2.8221 -8.3149 4.1876 0.10
C -3.6450 10.8391 -3.2363 0.04
H 0.0754 2.9486 -0.5713 0.10
H -0.9531 5.3855 1.8145 0.14
H -5.8857 7.5499 2.1649 0.11
H 6.8903 -5.1112 2.1037 0.09
H -0.8753 6.4409 -2.4617 0.08
H 2.6438 -12.2612 0.9422 0.07
N 0.7177 -7.1805 0.4723 -0.42
C 0.3652 5.3135 0.3703 -0.37
H -6.0026 11.8218 0.6343 0.08
H -4.1433 7.8802 1.8888 0.09
```

Results
calculated total energy: -128272.881 eV
ΔE to the lowest compared entry with this formula, charge and spin: 0.0 kcal per mole
highest occupied orbital energy: -0.4324 Eh
charge: +1

C22H60F3InO26P6 | ωB97M-V/def2-TZVPD

Geometry as XYZ:
```
118
Properties=species:S:1:pos:R:3:lowdin_charge:R:1
H 22.5815 -16.6173 -3.9279 0.08
O 29.3391 -21.6276 -4.7102 0.03
C 34.3328 -16.5355 -9.1428 -0.16
F 30.9495 -23.8830 -6.2537 0.26
H 37.6817 -13.2981 -1.9536 0.10
H 35.3450 -16.3353 -8.7914 0.11
O 34.1764 -19.3796 -8.3260 -0.25
H 31.4723 -19.1452 0.4898 0.10
O 25.9069 -23.0109 -10.6139 -0.22
C 23.8075 -20.9981 -11.2965 -0.10
O 22.8553 -17.1080 -5.9305 -0.29
F 29.2217 -25.1432 -6.1640 0.16
O 32.4720 -22.8730 -1.0444 -0.21
H 28.5511 -12.5959 -2.8078 0.09
O 23.8233 -21.7877 -10.1293 -0.22
C 21.1570 -16.8449 -8.4079 -0.10
C 34.6247 -9.6965 -2.6471 -0.11
H 35.1476 -21.0896 -8.9122 0.09
O 32.1140 -23.6004 1.2912 -0.20
H 27.1700 -12.4328 -3.9434 0.10
O 27.8455 -23.2701 -4.4563 0.17
H 32.8120 -24.9522 2.5077 0.10
O 24.4616 -23.9844 -8.6889 -0.28
P 23.0009 -18.2889 -7.0411 0.61
C 33.4054 -13.9182 -2.0736 -0.09
H 25.9860 -17.6932 -1.9054 0.09
C 30.9772 -19.3007 -9.6459 -0.08
H 34.6285 -10.2179 -1.6899 0.08
O 34.4990 -10.5984 -3.7237 -0.19
H 34.8837 -20.9882 -7.1912 0.07
H 33.2975 -25.3573 0.8501 0.09
H 21.7567 -16.6432 -9.2955 0.09
C 25.1847 -16.9429 -7.7794 -0.14
H 31.1667 -21.2481 -5.8247 0.12
O 33.8263 -12.5274 -2.2877 -0.23
O 26.3720 -15.9938 -3.0960 -0.20
H 29.7396 -19.3447 -5.6404 0.08
C 33.6839 -23.1689 -1.6333 -0.15
O 25.7637 -15.4441 -0.7077 -0.21
H 21.4586 -16.0995 -7.6721 0.07
H 32.2551 -20.0307 -0.8125 0.08
H 23.5582 -21.6019 -12.1691 0.09
C 30.6577 -21.0272 -4.8865 -0.19
H 20.0957 -16.6065 -8.4772 0.10
H 36.1202 -20.0871 -7.6351 0.09
H 26.5174 -24.8276 -11.1432 0.10
C 36.6318 -13.0128 -1.8859 -0.06
H 29.8480 -23.4065 -3.9983 0.24
H 33.6001 -16.5944 -8.3381 0.10
C 35.1701 -20.4036 -8.0654 -0.08
C 25.1992 -14.4839 0.1272 -0.11
H 33.4131 -14.2333 -1.0301 0.10
H 27.5070 -23.6401 -11.4889 0.10
H 26.9901 -17.8406 -3.4223 0.09
O 21.5311 -18.1298 -7.8727 -0.26
H 22.7963 -25.7439 -10.2795 0.08
H 35.4734 -9.0321 -2.4843 0.10
H 31.2503 -20.2790 -9.2506 0.08
H 21.6990 -24.6258 -11.1593 0.09
H 28.1925 -13.8746 -3.8634 0.08
P 33.7730 -18.9410 -9.8766 0.53
H 30.3558 -18.9009 -4.1037 0.08
H 30.6703 -19.4405 -10.6825 0.09
H 31.4886 -19.0136 -5.4421 0.09
H 25.9567 -23.6268 -12.5183 0.11
O 26.8270 -13.6622 -2.2969 -0.22
O 31.2495 -21.2682 0.4977 -0.22
P 32.5651 -22.2739 0.4160 0.52
H 33.7305 -9.0778 -2.7222 0.10
H 25.4769 -14.4184 1.1793 0.10
C 26.1332 -17.3734 -2.9370 -0.12
H 21.7868 -18.1449 -4.3590 0.09
P 26.9307 -15.1902 -1.8097 0.42
O 33.9096 -21.6938 0.8134 -0.24
O 34.4002 -12.9442 -4.8129 -0.21
F 29.1150 -23.2911 -7.2157 0.13
P 24.4495 -23.2681 -10.0108 0.47
O 34.1207 -19.8811 -10.9449 -0.21
C 22.0305 -17.1416 -4.7087 -0.04
C 33.1102 -24.5382 1.5445 -0.13
O 24.0093 -17.5850 -8.1943 -0.23
C 22.7166 -25.0081 -11.0798 -0.10
C 30.6082 -19.4753 -4.9950 -0.03
C 31.3804 -20.0137 -0.1623 -0.11
O 23.2989 -19.6811 -6.4401 -0.32
H 24.7227 -20.4394 -11.4925 0.09
O 23.7831 -24.0576 -11.2658 -0.22
H 26.0696 -17.5541 -7.6018 0.08
H 25.5037 -13.5223 -0.2859 0.08
H 35.9903 -13.8940 -1.8813 0.07
H 33.9245 -14.6145 -2.7323 0.08
P 34.7422 -12.1847 -3.5702 0.46
H 25.2051 -17.8047 -3.3119 0.08
H 31.3717 -21.2057 -4.0825 0.13
H 34.0711 -24.0237 1.5354 0.08
C 27.7035 -13.1028 -3.2691 -0.09
H 33.8539 -22.4935 -2.4718 0.09
H 32.4024 -14.1192 -2.4499 0.08
H 30.4950 -19.9494 -0.7947 0.08
H 25.0897 -16.3337 -6.8805 0.08
O 32.1648 -18.4865 -9.8132 -0.25
C 26.4348 -23.8233 -11.5586 -0.15
C 29.6936 -23.8508 -6.0620 -0.53
H 24.1304 -14.5981 -0.0533 0.10
H 34.0792 -15.6348 -9.7019 0.10
H 33.6215 -24.2016 -1.9767 0.09
O 36.2958 -12.2247 -3.0689 -0.20
H 34.6137 -23.2184 -1.0667 0.10
O 34.5943 -17.5326 -10.0354 -0.18
C 29.2163 -23.1077 -4.8348 -0.17
H 36.5236 -12.4609 -0.9522 0.10
H 30.1451 -18.9152 -9.0568 0.08
H 22.6815 -25.8162 -11.8105 0.09
H 21.1511 -16.5367 -4.9299 0.09
H 25.4983 -16.2746 -8.5813 0.09
In 23.3159 -24.1586 -4.3650 0.98
H 22.9976 -20.2717 -11.2295 0.09
O 28.2521 -15.5378 -1.3189 -0.21
```

Results
calculated total energy: -146065.284 eV
highest occupied orbital energy: -0.4918 Eh
charge: +2

C22H60F6NO14S2 | ωB97M-V/def2-TZVPD

Geometry as XYZ:
```
105
Properties=species:S:1:pos:R:3:lowdin_charge:R:1
C -10.7627 -1.6301 2.8776 -0.06
F -16.6164 -2.3170 5.4406 0.18
H -13.3311 6.7378 0.6439 0.07
H -13.1921 -5.8852 7.5891 0.07
H -13.7908 -0.2155 8.0310 0.07
H -11.3974 -2.2511 2.2454 0.08
H -18.0305 6.3016 4.3442 0.08
H -13.9404 -3.7730 6.7193 0.10
H -12.8802 5.1055 1.1628 0.05
C -16.8546 3.8373 6.0817 -0.07
H -9.9293 -2.2491 3.2100 0.08
C -14.7037 -4.4989 6.9995 -0.33
H -16.2742 -5.3316 6.3576 0.02
H -17.5828 2.0553 8.8234 0.07
O -17.8915 -5.4935 6.9860 -0.08
F -13.0045 3.4421 3.2102 0.15
C -8.6739 1.7889 5.2663 -0.31
H -9.3530 1.0035 5.5980 0.11
H -11.2844 5.7454 -0.5737 0.09
C -13.2011 -0.7891 10.0679 -0.31
H -18.4247 -0.5700 0.0781 0.11
H -16.7782 0.9031 2.2645 0.04
O -14.8681 1.3199 5.0765 -0.20
H -18.3081 -6.3440 7.1432 0.10
O -13.8759 -1.3484 5.5157 -0.27
H -19.8597 -0.4959 7.9318 0.08
O -18.3818 1.5711 8.6027 -0.06
H -8.4529 1.4027 4.2712 0.08
H -10.5801 0.8303 0.7337 0.02
H -17.0942 -1.2479 0.9176 0.10
C -9.1655 4.5047 1.1541 -0.04
H -9.7195 0.1966 2.6879 0.08
N -14.2663 -0.1510 3.0857 -0.10
F -16.9960 -0.5709 4.4538 0.13
C -9.7125 3.0806 1.3445 -0.31
H -8.7951 3.9294 4.7988 0.06
F -15.0896 3.0173 2.6222 0.14
C -12.3061 5.4532 -0.8161 -0.32
H -14.8038 0.4926 9.2889 0.07
H -15.3768 -3.9229 7.6345 0.09
O -7.4868 1.9929 5.9941 -0.06
H -14.9607 -1.1846 8.8700 0.06
H -9.0796 2.3933 1.9059 0.11
S -14.4229 -1.4678 4.1683 0.72
H -18.1586 -3.5403 7.6987 0.10
H -16.1678 5.8870 5.5447 0.11
H -14.2782 5.4021 0.0118 0.08
C -13.8559 2.5166 2.7789 -0.62
H -12.6739 5.9091 -1.7353 0.11
O -18.1291 5.6162 5.0091 -0.07
C -16.8460 5.1264 5.1580 -0.32
O -9.9101 2.4032 0.1346 -0.09
H -18.9359 -5.8924 9.4613 0.08
H -11.7857 -2.0980 10.1995 0.08
C -14.1860 -5.5943 7.9291 -0.08
H -9.1744 -0.8802 1.4429 0.11
O -16.6935 0.2850 -0.4116 -0.06
H -17.3906 0.8484 6.9462 0.09
O -15.4521 -5.0522 5.9482 -0.08
H -9.7780 3.4528 6.0902 0.07
H -17.1191 1.0952 -0.7018 0.08
C -17.4930 -0.2942 0.5719 -0.33
H -9.1156 2.5250 -0.3904 0.11
H -16.5601 4.8203 4.1517 0.09
H -9.6453 5.0968 0.3749 0.06
H -17.2015 4.0735 7.0876 0.06
H -9.2540 5.0414 2.0987 0.08
H -18.4289 0.2542 2.4523 0.07
C -16.3195 -1.6861 4.3441 -0.66
H -18.6240 -1.2699 6.8690 0.05
C -18.5436 -4.5523 7.8233 -0.30
H -17.3639 2.9326 5.7498 0.06
H -11.2413 -1.1824 3.7486 0.05
S -13.8843 1.0047 4.0080 0.60
F -13.4337 2.0535 1.6131 0.16
C -18.4028 -4.9645 9.2543 -0.08
C -13.2792 5.6934 0.3363 -0.07
H -14.8741 -6.4396 7.9417 0.07
H -17.3694 -5.1572 9.5427 0.08
C -19.0545 -0.3305 7.2160 -0.07
H -19.4738 0.2062 6.3649 0.08
O -12.2859 4.0724 -1.0488 -0.07
H -8.1076 4.3690 0.9293 0.08
F -16.8948 -2.3064 3.2974 0.15
H -19.5911 -4.5438 7.5219 0.12
H -17.2266 -0.1063 8.3767 0.10
C -17.9447 0.4900 7.8137 -0.34
C -9.4631 3.1225 5.1003 -0.08
C -14.2277 -0.3909 9.0141 -0.08
H -18.0991 1.5949 1.3605 0.08
O -10.9963 0.0933 1.1868 -0.09
C -17.7033 0.6547 1.7444 -0.08
H -6.9267 2.6317 5.5469 0.08
H -18.7889 -4.1502 9.8674 0.08
H -10.3659 3.0519 4.4937 0.05
H -14.0897 -5.2331 8.9530 0.06
H -10.6603 3.1373 1.8799 0.10
O -14.0579 -2.7461 3.5409 -0.25
C -10.0574 -0.5885 2.0115 -0.31
H -15.8041 3.6218 6.2769 0.06
H -11.5688 3.6744 -0.5498 0.04
H -12.6467 0.0544 10.4792 0.10
O -12.2960 -1.7261 9.4765 -0.09
O -12.4959 0.9078 4.4662 -0.18
H -13.6511 -1.3124 10.9116 0.11
```

Results
calculated total energy: -91908.067 eV
multiplicity: 2
highest occupied orbital energy (alpha / beta): -0.3400 / -0.3400 Eh
charge: 0